[1]
C4H4IrLiO5 | the ωB97M-V functional and the def2-TZVPD basis

Structure (XYZ):
```
15
Properties=species:S:1:pos:R:3:forces:R:3
O 0.91458 2.13248 -1.44142 -0.563 2.957 0.320
C 1.27899 0.93827 -1.03233 -1.007 -4.059 -0.834
C 0.62054 2.97627 -0.31160 1.423 -1.737 0.033
O 1.22459 -0.06198 -1.72333 0.375 1.519 0.680
O 1.38851 0.87398 0.28078 0.697 1.279 1.171
C 1.19852 2.17686 0.86366 -1.568 -0.567 -1.011
Li 0.64314 -1.72763 -1.06604 0.655 -0.355 -0.694
H -0.51376 3.06763 -0.24195 0.471 0.429 -0.213
H 1.11332 3.93958 -0.47288 -0.426 0.730 -0.434
H 2.15184 2.55328 1.24464 0.465 0.284 0.173
C -1.33774 -0.82866 0.88117 0.650 3.483 0.553
O -0.77978 -1.76535 0.24434 3.069 2.121 -1.935
O -2.26081 -1.00437 1.67491 0.235 2.962 0.551
Ir -2.14085 -2.83985 1.01892 -4.727 -9.089 1.322
H 0.49070 2.07127 1.69295 0.251 0.045 0.317
```
Positions in Å, forces in eV/Å.

## Properties
**Electronic energy**: -17452.2985 eV
**Energy relative to the best compared isomer or geometry (same formula, charge and spin)**: 41.7 kcal/mol
**Total charge**: +3
**⟨S²⟩**: 8.766
**2S+1**: 6
**HOMO energy (alpha / beta)**: -22.432 / -23.706 eV
**Gap between HOMO and LUMO (alpha / beta)**: 0.3350 / 0.2082 hartree

[2]
C4H10NS2 | the ωB97M-V functional and the def2-TZVPD basis

Structure (XYZ):
```
17
Properties=species:S:1:pos:R:3:forces:R:3
C -0.19978 -1.10966 -0.05323 -1.980 4.064 0.607
C 1.64063 0.19586 -1.24234 -1.188 -4.570 -3.328
C -0.92027 0.69448 0.38582 1.847 -1.321 -2.864
C 1.26161 -0.98322 -0.30009 -0.346 -1.186 -1.302
N -2.37696 0.68611 0.68150 1.745 -2.736 -0.807
S -1.33240 -2.17622 0.13995 -0.319 -0.907 -0.182
S 1.82839 -0.85447 1.43822 1.195 -0.951 -0.144
H 1.96794 1.01593 -0.80585 0.725 4.063 2.520
H 0.76864 0.33022 -1.94270 0.981 0.300 0.663
H 2.52606 -0.03614 -1.89697 -0.913 -0.424 0.597
H -0.16341 0.83088 1.14452 -0.942 0.659 0.904
H -0.77707 1.39422 -0.44407 0.335 -0.440 0.208
H 1.49266 -1.97865 -0.81291 0.317 1.249 1.018
H -2.99455 1.10347 -0.02536 0.484 0.577 0.619
H -2.42878 0.98438 1.63049 -1.247 0.381 0.816
H -2.57966 -0.37440 0.57553 -0.095 0.390 0.652
H 2.56322 -2.02541 1.46462 -0.599 0.854 0.024
```
Positions in Å, forces in eV/Å.

## Properties
**Electronic energy**: -27461.2227 eV
**Energy relative to the best compared isomer or geometry (same formula, charge and spin)**: 53.1 kcal/mol
**Total charge**: +1
**HOMO energy**: -13.042 eV
**Gap between HOMO and LUMO**: 0.3250 hartree

[3]
C30H34N7O8S | the ωB97M-V functional and the def2-TZVPD basis

Structure (XYZ):
```
80
Properties=species:S:1:pos:R:3:forces:R:3
C 7.19974 -4.12250 4.78530 0.425 0.131 -1.439
C 7.22687 -3.35895 3.82743 -0.471 0.263 0.094
C 7.23348 -2.43146 2.56025 1.022 -2.036 0.646
N 7.15098 -0.95392 2.91831 -0.471 0.181 -2.628
C 6.46428 -0.18815 1.95227 -2.018 -0.351 -0.292
N 6.88885 0.96036 1.42052 0.352 -1.346 1.994
S 8.40126 1.68730 1.84995 1.053 0.767 -0.512
N 5.13518 -0.57083 1.48024 2.750 -0.163 1.455
C 4.86756 -2.01858 1.67030 -0.566 -1.776 -0.225
C 4.21036 -2.32492 3.08362 0.004 0.845 0.479
C 2.67595 -1.92901 3.20635 -0.526 -0.582 0.858
C 1.77880 -2.31552 1.96080 0.427 0.884 -1.241
C 1.70279 -1.06373 0.96854 0.151 1.722 -0.520
O 1.74322 0.10462 1.34828 -0.121 -2.756 -0.552
O 1.58958 -1.26100 -0.44004 0.752 -0.570 2.329
C 6.21365 -2.85087 1.43344 -1.011 0.513 0.289
C 5.95233 -4.42463 1.36556 0.414 0.489 -0.689
C 5.48213 -4.84962 -0.07639 -0.144 0.223 -0.156
N 5.15339 -3.99938 -0.99719 0.524 -1.786 1.366
H 7.28414 -4.97090 5.50399 -0.222 1.471 -0.835
H 8.27748 -2.55875 2.11026 -1.339 0.055 0.657
H 8.12551 -0.69669 3.08376 -0.506 0.541 -0.066
H 6.31360 1.46491 0.72668 0.288 -0.431 0.694
H 8.80064 1.26528 3.10247 -1.251 -0.039 -0.535
H 4.42060 0.03052 1.91716 0.263 -0.205 -0.463
H 4.18983 -2.33538 0.80628 0.807 0.493 1.237
H 4.33982 -3.38747 3.44874 -0.037 1.147 -0.815
H 4.76786 -1.67478 3.84392 -0.661 -0.988 -0.886
H 2.26270 -2.51841 4.09476 0.623 0.810 -1.120
H 2.55130 -0.83639 3.51248 0.044 -1.413 -0.804
H 2.22687 -3.16660 1.34734 -0.661 0.825 1.018
H 0.71068 -2.57940 2.22853 1.292 0.318 -0.225
H 2.07476 -2.07582 -0.68786 -0.628 0.327 0.144
H 6.61873 -2.52137 0.42269 -0.379 -0.388 1.229
H 5.19050 -4.79053 2.11515 0.846 0.513 -0.749
H 6.93359 -4.93743 1.62603 -1.244 0.397 -0.449
H 5.41720 -5.96928 -0.28828 0.216 1.356 0.551
H 4.90567 -4.57273 -1.81692 -0.015 0.601 0.117
C -1.61228 2.54355 -0.35868 0.012 -0.071 0.021
C -0.53542 1.87272 -0.92735 -0.123 0.222 0.257
C -0.72807 1.04342 -2.01148 0.242 -0.334 -0.384
C -2.00446 0.88341 -2.53717 -0.036 0.451 0.534
C -3.09270 1.54507 -1.97609 -0.117 0.027 0.016
C -2.89146 2.37833 -0.88007 0.205 -0.175 -0.089
N -2.20359 0.01752 -3.70271 0.065 -0.236 -0.302
O -1.22934 -0.56037 -4.15460 -0.390 0.197 0.172
O -3.33413 -0.07396 -4.15849 0.571 -0.027 0.305
H -1.45473 3.19628 0.49121 -0.029 -0.077 -0.133
H 0.46142 2.00111 -0.52073 -0.091 -0.064 -0.026
H 0.12550 0.53005 -2.43758 -0.233 -0.042 -0.106
H -4.09237 1.42380 -2.37607 0.185 -0.103 -0.093
H -3.73015 2.90016 -0.43407 0.082 -0.025 -0.086
C -6.99998 0.97374 -5.23363 -0.028 -0.043 -0.055
C -5.91419 0.30477 -5.78799 -0.122 0.102 -0.015
C -6.09964 -0.53725 -6.87728 0.111 -0.043 -0.044
C -7.37592 -0.69800 -7.40539 0.123 0.423 0.557
C -8.46742 -0.03837 -6.85188 -0.197 0.026 -0.030
C -8.27495 0.79976 -5.76118 0.191 -0.063 -0.017
N -7.57160 -1.56672 -8.57104 -0.070 -0.316 -0.410
O -6.59455 -2.14469 -9.01927 -0.338 0.224 0.197
O -8.69920 -1.65885 -9.02819 0.390 0.049 0.200
H -6.85165 1.63537 -4.38619 -0.016 -0.056 -0.074
H -4.92184 0.44196 -5.37261 -0.286 -0.064 -0.192
H -5.24675 -1.05347 -7.30127 -0.209 -0.014 -0.085
H -9.46452 -0.16399 -7.25664 0.194 -0.106 -0.102
H -9.11867 1.32136 -5.32352 0.042 -0.072 -0.079
C -5.58466 3.90462 4.91936 -0.005 0.003 0.012
C -4.93776 3.08273 4.00318 -0.014 0.191 0.020
C -4.22927 3.64112 2.94726 0.064 -0.128 -0.073
C -4.17183 5.02513 2.82141 -0.344 -0.315 0.515
C -4.82218 5.85339 3.72906 -0.017 0.196 0.035
C -5.53098 5.28707 4.78075 0.081 -0.176 -0.101
N -3.40434 5.61962 1.72262 0.166 0.339 -0.270
O -2.86024 4.86063 0.93131 -0.279 0.373 0.354
O -3.34825 6.83415 1.66130 -0.013 -0.507 0.014
H -6.13275 3.46545 5.74632 0.042 0.043 -0.087
H -4.98376 2.00532 4.11456 0.019 0.099 -0.054
H -3.72908 2.99059 2.23945 0.016 0.215 -0.009
H -4.78468 6.93192 3.63281 0.113 -0.144 -0.150
H -6.03940 5.92351 5.49587 0.061 -0.022 -0.098
```
Positions in Å, forces in eV/Å.

## Properties
**Electronic energy**: -69288.7333 eV
**Total charge**: +1
**HOMO energy**: -10.697 eV
**Gap between HOMO and LUMO**: 0.2624 hartree

[4]
C6H12N2O4 | the ωB97M-V functional and the def2-TZVPD basis

Structure (XYZ):
```
24
Properties=species:S:1:pos:R:3:forces:R:3
C -2.73417 -0.76577 0.33039 0.178 0.188 0.264
C -1.78760 0.36430 -0.02980 -0.183 -0.286 0.274
C -1.02527 1.07972 1.06398 -1.014 0.278 0.196
C 1.65785 -0.88508 0.63138 0.036 -0.082 0.663
C 2.04815 1.05233 -0.64636 0.466 0.095 -0.046
C 2.40100 -0.22893 -1.42538 0.418 0.151 -0.465
H -2.96000 -0.84747 -1.55882 0.056 0.086 -0.239
H -3.54168 -0.33777 0.95180 0.143 -0.058 -0.126
H -2.19995 -1.49302 0.95773 -0.006 0.091 -0.074
H -1.72914 1.41386 1.83965 -0.027 0.001 -0.171
H -0.37961 0.34628 1.53828 -0.071 -0.223 0.069
H -0.41335 2.09614 -0.40683 -0.066 0.179 -0.050
H 1.00837 -1.23371 2.39381 0.349 -0.294 -0.576
H 1.29190 1.05255 1.37291 0.393 -0.213 -0.345
H 2.92529 1.71644 -0.51790 -0.399 -0.312 -0.059
H 1.26183 1.62383 -1.14761 0.210 -0.106 -0.006
H 3.46599 -0.26425 -1.70636 -0.390 -0.007 0.115
H 1.79825 -0.34892 -2.33251 0.086 0.040 0.196
N 1.35143 -1.72092 1.54989 -0.267 0.700 0.041
N 1.60552 0.48457 0.60177 0.704 -0.256 0.022
O -3.23927 -1.38602 -0.81005 -0.155 -0.125 0.116
O -1.64724 0.69080 -1.18719 0.175 0.130 -0.056
O -0.31576 2.17172 0.55458 -0.549 0.226 0.198
O 2.12899 -1.32261 -0.55622 -0.086 -0.201 0.059
```
Positions in Å, forces in eV/Å.

## Properties
**Electronic energy**: -17585.6564 eV
**Energy relative to the best compared isomer or geometry (same formula, charge and spin)**: 47.4 kcal/mol
**HOMO energy**: -9.109 eV
**Structure (SMILES)**: [H]/N=C1\NCCO1.O=C(CO)CO
**Gap between HOMO and LUMO**: 0.3562 hartree